# 1
# C18H16ClO5P

An isolated molecule of C18H16ClO5P at a distorted geometry (ωB97M-V/def2-TZVPD, OMol25).

```
41
Properties=species:S:1:pos:R:3:forces:R:3:mulliken_charge:R:1
C -0.5567 -1.2713 -6.5078 -0.71 0.97 -0.01 -1.166
C -1.0447 -1.0864 -5.0198 1.45 -0.06 -0.02 -0.414
C -0.2755 -2.0290 -3.9619 -1.41 1.42 1.06 0.440
Cl 1.3163 -2.6312 -4.5681 -0.83 0.14 0.44 -0.211
C -0.1433 -1.1615 -2.6409 0.09 0.42 0.85 0.337
C -1.4202 -0.5942 -2.1436 1.55 0.59 1.20 -0.498
C -1.4639 0.2577 -0.9675 2.40 -1.17 -1.23 -0.999
C -0.1866 0.5144 -0.2892 -0.08 -0.64 -0.89 0.448
C 1.0847 -0.0489 -0.7740 -1.56 -0.09 -0.43 0.398
C 1.1305 -0.9069 -1.9760 -2.45 1.27 1.02 -0.932
C 2.3542 0.3435 0.0232 -0.60 -0.01 0.66 0.188
O 3.4535 0.4304 -0.4706 -0.57 -0.32 0.13 -0.530
C 2.1460 0.6368 1.5451 -0.81 0.38 2.23 0.285
C 3.1661 0.3638 2.5481 -1.28 0.56 0.69 -0.760
C 2.9079 0.6354 3.9622 -1.85 0.54 -0.77 -0.617
C 1.6280 1.1871 4.4070 0.20 -0.37 -2.37 -0.743
C 0.5716 1.4758 3.4222 2.28 -0.21 0.43 0.449
C -0.7795 2.0292 3.9758 0.44 -0.80 0.13 -0.982
P -2.0063 0.5906 3.9694 -1.16 0.07 -0.81 1.003
O -3.2536 0.8988 3.2148 1.21 -0.34 0.81 -0.660
O -2.2643 0.1767 5.5603 0.95 -0.42 -2.04 -0.519
O -1.2339 -0.7270 3.2785 -0.81 1.25 0.97 -0.538
C 0.8633 1.1938 2.0269 0.36 -0.14 0.06 0.889
C -0.2345 1.4503 0.9599 0.90 -0.91 -0.54 0.185
O -1.1025 2.2888 1.0496 0.46 -0.47 0.21 -0.529
H -0.2975 -2.3180 -6.7915 -0.34 0.87 0.25 0.311
H 0.3237 -0.5918 -6.6855 -0.72 -0.96 0.20 0.309
H -1.3765 -0.8615 -7.1680 0.85 -0.66 0.49 0.340
H -2.1470 -1.2047 -4.8732 0.97 -0.08 -0.30 0.301
H -0.7676 -0.0389 -4.7184 -0.51 -0.92 -0.36 0.318
H -0.9703 -2.8669 -3.6740 1.16 0.37 -0.61 0.360
H -2.3846 -0.7845 -2.6787 1.15 0.04 0.50 0.213
H -2.4213 0.7034 -0.6209 0.99 -0.34 -0.17 0.430
H 2.0806 -1.3320 -2.3649 -0.89 0.47 0.44 0.372
H 4.1496 -0.0841 2.2832 -0.96 0.49 -0.01 0.389
H 3.6549 0.4217 4.7654 -0.56 0.13 -1.10 0.338
H 1.4141 1.3988 5.4856 0.39 -0.30 -1.15 0.307
H -0.6482 2.3755 5.0403 -0.05 -0.45 -1.08 0.499
H -1.1959 2.8779 3.3734 0.24 -1.11 0.44 0.341
H -2.4045 -0.7936 5.5801 0.01 0.61 0.18 0.318
H -1.6663 -0.9180 2.4236 0.07 0.19 0.49 0.331
```
Positions in Å, forces in eV/Å.

Lowest unoccupied orbital energy in eV: -1.01
SMILES: CC[C@@H](Cl)c1ccc2c(c1)C(=O)c1cccc(CP(=O)(O)O)c1C2=O
Net charge: 0
E_tot in eV: -50974.918

# 2
# C21H31N3O4

An isolated molecule of C21H31N3O4 at a distorted geometry (ωB97M-V/def2-TZVPD, OMol25).

```
59
Properties=species:S:1:pos:R:3:forces:R:3:mulliken_charge:R:1
C -2.3733 0.2152 1.8999 0.06 -0.22 -0.08 -1.305
C -1.8807 -1.2177 1.7299 -0.01 0.01 0.20 -0.074
C -0.8015 -1.6076 2.7388 0.16 0.09 -0.21 -0.257
C 0.4918 -0.8001 2.5586 -0.25 -0.05 0.04 -1.087
N 1.6436 -1.2495 3.3250 0.09 -0.02 0.05 0.286
C 1.4463 -1.1935 4.7632 0.25 0.06 0.08 -0.524
C 2.7622 -0.9615 5.5024 -0.28 -0.07 -0.07 -1.376
C 2.1847 -2.5327 2.8924 -0.18 0.12 -0.14 -0.780
C 2.6094 -2.4925 1.4644 0.94 0.22 0.36 0.268
C 3.7652 -2.0676 0.8767 -0.52 -0.18 0.36 -0.711
C 3.5847 -2.2314 -0.5175 -0.54 -0.31 -0.19 -0.640
C 2.3317 -2.7490 -0.6819 0.63 0.17 -0.52 0.661
C 1.5272 -3.0442 -1.9087 -0.11 0.09 0.27 -1.357
N 1.2092 -1.8357 -2.6504 0.09 -0.12 -0.25 -0.223
C 0.1452 -1.0587 -2.2431 0.35 0.09 -0.46 0.521
O -0.6961 -1.4621 -1.4701 -0.28 -0.12 0.31 -0.719
N 0.1362 0.1709 -2.8461 0.31 0.20 -0.31 0.020
C -0.8250 1.1807 -2.7346 -0.15 0.06 0.11 -0.601
C -1.8557 1.1687 -1.8135 0.20 -0.06 -0.13 -0.469
C -2.7632 2.2154 -1.7415 -0.25 0.41 -0.07 -0.981
C -2.6423 3.2943 -2.6010 0.06 -0.12 0.04 0.470
O -3.4687 4.3823 -2.6278 0.28 -0.08 -0.20 -0.469
C -4.5350 4.4273 -1.7122 -0.15 0.00 0.13 -0.826
C -1.6046 3.3183 -3.5372 0.00 0.07 -0.04 -0.288
C -0.7017 2.2785 -3.6101 -0.05 -0.08 0.08 1.157
O 0.3487 2.2177 -4.4956 -0.29 -0.29 0.48 -0.472
C 0.5057 3.2753 -5.4096 0.08 0.20 -0.21 -0.921
O 1.7419 -2.9068 0.5189 -0.44 -0.20 0.05 -0.199
H -2.6851 0.3949 2.9279 -0.05 0.08 0.10 0.427
H -1.5951 0.9296 1.6435 0.05 0.16 -0.01 0.335
H -3.2254 0.3968 1.2486 -0.10 0.12 -0.05 0.322
H -2.7280 -1.8973 1.8541 0.01 -0.03 -0.08 0.388
H -1.4925 -1.3557 0.7197 -0.04 -0.07 -0.02 -0.033
H -0.5787 -2.6675 2.6010 0.00 -0.07 0.08 0.237
H -1.1819 -1.4724 3.7551 -0.01 -0.07 0.06 0.371
H 0.7688 -0.8134 1.5027 -0.04 0.11 -0.05 0.155
H 0.3183 0.2418 2.8407 -0.01 0.01 -0.09 0.452
H 0.9621 -2.1056 5.1519 -0.08 0.10 0.00 0.291
H 0.7844 -0.3496 4.9698 -0.07 -0.07 0.00 0.460
H 3.2800 -0.1118 5.0665 0.06 0.10 -0.02 0.325
H 2.5639 -0.7553 6.5514 0.05 -0.02 0.15 0.425
H 3.4131 -1.8298 5.4449 0.11 -0.08 0.04 0.346
H 1.4643 -3.3587 3.0239 0.12 0.00 0.05 0.297
H 3.0626 -2.7424 3.5066 -0.08 -0.09 -0.07 0.476
H 4.6320 -1.6845 1.3743 0.15 0.08 0.20 0.548
H 4.2936 -2.0042 -1.2886 0.10 0.02 -0.22 0.509
H 2.0609 -3.7243 -2.5778 -0.10 0.03 0.12 0.445
H 0.5784 -3.4891 -1.6016 0.16 -0.09 -0.11 0.373
H 1.9969 -1.3679 -3.0721 -0.10 0.02 0.06 0.229
H 0.8340 0.3691 -3.5489 -0.06 -0.15 0.10 0.275
H -1.9520 0.3265 -1.1507 0.01 -0.04 0.04 0.561
H -3.5512 2.1666 -1.0085 -0.10 0.02 0.07 0.339
H -4.1772 4.4200 -0.6775 -0.02 -0.02 -0.03 0.334
H -5.2288 3.5937 -1.8616 0.03 0.02 0.02 0.329
H -5.0523 5.3655 -1.9077 0.00 -0.08 0.05 0.252
H -1.5458 4.1741 -4.1885 0.06 0.08 -0.11 0.469
H 1.3753 3.0175 -6.0128 -0.07 0.07 0.02 0.247
H 0.6886 4.2242 -4.8964 -0.02 -0.04 -0.01 0.353
H -0.3692 3.3754 -6.0590 0.03 0.00 0.04 0.359
```
Positions in Å, forces in eV/Å.

Lowest unoccupied orbital energy in eV: 0.62
SMILES: CCCCN(CC)Cc1ccc(CNC(=O)Nc2ccc(OC)cc2OC)o1
Net charge: 0
Energy above the lowest of the compared OMol25 structures with the same formula, charge and spin in eV: 2.841
E_tot in eV: -34939.931

# 3
# C3H8O2

An isolated molecule of C3H8O2 at a distorted geometry (ωB97M-V/def2-TZVPD, OMol25).

```
13
Properties=species:S:1:pos:R:3:forces:R:3:mulliken_charge:R:1
C -0.7907 1.3976 -1.1051 -1.22 -0.01 1.80 -0.576
O 0.6036 1.0419 -0.9490 -0.95 -1.81 3.46 -0.329
C 0.7156 0.2948 0.2796 -1.43 -1.04 1.96 -0.337
O 0.0534 -0.9453 0.1660 -1.61 -1.01 -0.53 -0.324
C -0.3578 -1.7239 1.3269 3.67 0.20 0.69 -0.541
H -1.4931 0.7247 -1.6404 0.91 -0.62 0.73 0.239
H -1.3546 1.7712 -0.1057 1.67 -0.84 -2.16 0.238
H -0.6778 2.1571 -1.7910 -0.26 2.32 -1.19 0.277
H 0.2786 0.6480 1.2751 -0.28 1.42 -1.53 0.265
H 1.6486 0.0072 0.7099 2.04 0.65 -1.32 0.415
H -1.1814 -2.3628 0.9531 0.18 0.71 0.79 0.215
H -0.4967 -1.0363 2.3548 -0.03 -1.87 -2.83 0.249
H 0.6181 -2.4928 1.4999 -2.69 1.92 0.13 0.211
```
Positions in Å, forces in eV/Å.

Lowest unoccupied orbital energy in eV: 1.00
SMILES: COCOC
Net charge: 0
Energy above the lowest of the compared OMol25 structures with the same formula, charge and spin in eV: 3.638
E_tot in eV: -7332.413

# 4
# CsH4O2

A structure of composition CsH4O2 (ωB97M-V/def2-TZVPD, OMol25).

```
7
Properties=species:S:1:pos:R:3:forces:R:3:mulliken_charge:R:1
Cs -15.9256 13.3632 -21.4594 -0.17 -0.03 0.18 0.991
O -13.2347 13.1235 -22.5912 0.16 -0.07 -0.03 -0.614
H -12.4486 13.0562 -22.0326 -0.05 0.02 -0.17 0.316
H -12.9280 12.9340 -23.4877 0.03 0.03 0.15 0.309
O -16.9208 15.8689 -22.7085 0.15 -0.05 -0.21 -0.627
H -16.4902 15.7412 -23.5636 -0.13 0.23 0.00 0.331
H -17.3168 16.7485 -22.7646 0.01 -0.13 0.09 0.294
```
Positions in Å, forces in eV/Å.

Lowest unoccupied orbital energy in eV: -3.53
Net charge: +1
Energy above the lowest of the compared OMol25 structures with the same formula, charge and spin in eV: 0.059
E_tot in eV: -4703.059

# 5
# C23H21N5OS

An isolated molecule of C23H21N5OS at a distorted geometry (ωB97M-V/def2-TZVPD, OMol25).

```
51
Properties=species:S:1:pos:R:3:forces:R:3:mulliken_charge:R:1
C -5.0096 -0.3633 1.8165 -2.08 6.95 -6.47 -1.943
C -3.6766 0.3001 1.2031 -4.43 -5.87 8.54 0.545
C -2.4653 0.3034 1.8644 -5.78 -6.78 6.47 0.081
C -1.4317 0.8082 1.3991 7.68 1.94 -1.76 -0.582
C -1.5096 1.4099 0.0981 -0.27 2.45 1.64 1.073
C -0.3439 2.2574 -0.2549 -3.51 1.51 -0.81 0.305
N -0.4773 3.4521 -1.1453 -0.75 -4.59 1.95 -0.228
N 0.6810 3.8703 -1.4314 4.43 -3.06 3.44 -0.765
C 1.6311 2.9791 -0.6186 -0.47 4.97 -0.24 0.231
C 2.9958 3.4191 -0.1679 -2.88 -2.10 -3.01 -0.789
C 3.5096 2.4983 0.6092 -2.34 -1.61 3.98 -0.784
C 2.6409 1.4612 1.4416 3.64 3.91 -4.18 0.640
S 3.5527 0.4593 2.3643 0.26 -2.78 2.45 -0.238
C 2.4730 -1.0930 2.0758 -0.80 1.88 -2.53 -0.085
C 3.0273 -1.4174 0.6430 -3.86 -0.52 -1.19 -0.025
O 4.1623 -1.6290 0.5777 4.09 -1.00 -1.36 -0.534
N 2.1544 -1.3958 -0.6942 -0.84 -0.48 13.35 0.577
C 2.7656 -1.7114 -1.7981 -5.93 14.80 -2.80 -1.672
C 1.8289 -1.2981 -2.8867 -8.13 -8.21 4.17 -1.787
C 0.6868 -0.3850 -2.5673 1.58 2.96 5.02 -0.542
C -0.0047 -0.9475 -1.3897 -0.54 -4.75 4.13 1.127
C -1.3567 -1.2487 -1.2454 0.68 -1.19 2.26 -1.139
C -2.0791 -2.0076 -0.2232 -0.94 4.42 -4.93 -0.555
C -1.1891 -2.4460 0.5885 -1.11 -8.11 7.70 0.036
C 0.1615 -2.6662 0.6005 2.36 5.78 -4.30 -1.265
C 0.8461 -1.6693 -0.3761 -4.05 -1.01 -1.48 0.338
N 1.4802 1.1727 1.1128 -4.65 0.64 -1.11 -0.089
N 0.8654 2.1352 0.2813 2.18 1.75 -4.22 0.233
C -2.7985 1.6094 -0.3863 1.11 1.51 -3.42 -0.741
C -3.9614 0.9350 0.2039 0.18 8.39 -13.25 0.074
H -4.7814 -1.2024 2.1312 1.62 -8.02 3.89 0.666
H -5.8950 -0.5054 0.9788 2.62 0.13 1.49 0.266
H -5.5313 0.3324 2.4073 -0.09 0.58 1.64 0.462
H -2.4459 -0.5090 2.8437 0.08 2.78 -2.54 0.111
H -0.4808 0.6522 2.0190 -1.32 0.63 -1.52 0.116
H 3.6910 4.0289 -0.7334 -0.63 0.50 -0.02 0.361
H 4.4483 2.6426 0.9616 2.95 -0.07 1.04 0.545
H 1.3988 -0.8997 1.8915 0.67 0.40 1.13 -0.124
H 2.6420 -1.7958 2.8586 0.45 -0.69 0.11 0.471
H 3.5260 -0.8721 -1.7621 0.14 -0.27 -0.97 0.452
H 3.3423 -2.3403 -1.8690 9.33 -13.30 -1.40 1.435
H 1.3435 -2.2673 -3.3715 0.92 1.69 0.83 0.285
H 2.3353 -0.9283 -3.5045 7.32 5.31 -9.73 1.066
H 1.1737 0.6025 -2.0668 -0.63 -1.61 -1.26 -0.117
H -0.0741 0.0319 -3.1580 -0.37 -0.08 -2.07 0.632
H -1.9064 -0.8057 -1.9175 -3.29 2.27 -3.85 0.563
H -3.2109 -2.0120 -0.0894 2.00 -0.14 -0.47 0.495
H -1.7904 -3.2681 1.4026 1.92 2.35 -1.55 0.016
H 0.7054 -3.1637 1.3427 0.53 -0.77 0.86 0.528
H -2.8250 2.3145 -1.4334 -0.29 -2.14 3.15 0.167
H -4.8243 1.1724 -0.6262 1.25 -1.37 3.20 0.109
```
Positions in Å, forces in eV/Å.

Lowest unoccupied orbital energy in eV: -0.09
SMILES: Cc1ccc(-c2nnc3ccc(SCC(=O)N4CCCc5ccccc54)nn23)cc1
Net charge: 0
Energy above the lowest of the compared OMol25 structures with the same formula, charge and spin in eV: 17.868
E_tot in eV: -44507.245

# 6
# C25H43Cl2F3N3O6SiV

A structure of composition C25H43Cl2F3N3O6SiV at a distorted geometry (ωB97M-V/def2-TZVPD, OMol25).

```
84
Properties=species:S:1:pos:R:3:forces:R:3:mulliken_charge:R:1
C 3.1134 -1.9364 -3.4505 -0.22 -0.67 -0.01 -1.321
C 2.3130 -1.5599 -4.6546 -0.07 -0.17 -0.31 0.068
H 3.3843 -2.9924 -3.4860 0.15 0.03 0.04 0.416
H 2.5238 -1.7959 -2.5467 -0.05 0.11 0.14 0.225
H 4.0264 -1.3576 -3.3521 0.16 0.19 -0.02 0.259
C 2.3242 -2.1960 -5.8268 -0.36 0.25 -0.02 0.098
C 3.1156 -3.3961 -6.2135 0.39 -0.28 0.51 -1.414
H 1.6777 -1.8045 -6.6082 0.12 0.05 0.06 0.293
H 3.1956 -4.0963 -5.3790 0.04 -0.07 -0.05 0.347
H 4.1380 -3.1170 -6.4772 0.04 0.01 -0.09 0.276
H 2.6942 -3.9313 -7.0593 -0.13 0.06 -0.06 0.371
V -0.2432 -0.1586 3.8199 0.58 -0.40 -0.15 0.621
Cl 1.2375 -0.5860 2.1146 -0.21 -0.05 -0.17 -0.522
C -0.5471 1.9934 1.9258 -0.46 0.15 0.35 0.187
O -1.2139 1.2193 2.6373 0.20 0.30 -0.60 -0.455
N -1.0982 2.8604 1.0773 0.02 -0.07 0.06 0.363
C -2.4655 2.7105 0.6206 -0.12 0.12 0.22 -0.881
C -0.3405 3.9830 0.5659 0.21 -0.21 -0.40 -0.886
H 0.5400 1.9987 1.9653 0.14 0.19 0.21 0.410
H -2.9881 2.0416 1.2929 -0.09 -0.09 0.05 0.253
H -2.4812 2.2961 -0.3873 0.02 -0.02 -0.08 0.100
H -2.9676 3.6780 0.6068 0.01 0.00 0.05 0.433
H 0.6343 4.0157 1.0415 0.08 -0.01 0.05 0.315
H -0.8605 4.9195 0.7689 -0.05 -0.04 0.09 0.342
H -0.2010 3.8906 -0.5113 0.00 0.06 -0.10 0.260
H -4.0151 1.9926 6.9681 -0.04 0.05 -0.02 0.317
H -2.1313 2.1021 8.9562 -0.02 0.05 -0.01 0.336
C -3.7432 0.9384 7.0216 -0.03 0.04 -0.06 -0.952
C -1.9128 1.0689 8.6856 0.02 0.06 0.08 -0.895
N -2.3332 0.8008 7.3264 0.27 -0.25 -0.22 0.248
H -3.9431 0.4660 6.0678 -0.04 0.00 -0.11 0.256
C -1.4473 0.4560 6.3914 -0.41 0.05 0.09 0.531
O -1.7559 0.2342 5.2060 0.15 0.27 0.24 -0.550
H -0.8445 0.9039 8.7794 0.09 -0.01 -0.01 0.281
H -0.4162 0.3753 6.7289 0.12 -0.02 0.04 0.115
H -4.3461 0.4639 7.7961 0.09 -0.04 0.03 0.342
H -2.4316 0.4115 9.3838 -0.02 -0.04 -0.02 0.323
H 0.7104 -4.7527 2.5976 0.02 0.15 0.00 0.313
H -0.3645 -3.2567 0.6438 0.06 0.02 -0.22 0.354
C -0.2813 -4.7881 3.0477 -0.45 -0.45 0.27 -0.930
C -1.2808 -3.6182 1.1074 0.75 0.47 0.02 -1.053
N -1.0936 -3.7008 2.5457 -0.45 -0.13 -0.39 0.210
H -0.1738 -4.7036 4.1247 0.05 0.09 0.07 0.340
C -1.4732 -2.7100 3.3422 0.32 0.09 0.25 -0.029
O -1.5807 -1.5224 2.9753 -0.60 -0.20 -0.02 -0.555
H -2.0724 -2.9114 0.8946 -0.13 0.07 -0.06 0.304
H -1.7287 -3.0180 4.3591 0.45 0.17 0.12 0.629
H -0.7411 -5.7472 2.8116 0.00 -0.10 -0.06 0.335
H -1.5232 -4.6016 0.7059 -0.05 -0.02 0.15 0.357
O 0.1109 -0.7381 -4.0658 -0.06 -0.12 0.45 -0.531
C 1.4152 -0.3553 -4.4793 -0.30 0.34 -0.36 0.523
C 0.2417 0.3386 -6.6201 0.04 0.11 0.07 0.141
C 1.3248 0.4476 -5.7588 0.08 0.35 0.00 -0.330
H -0.5714 -0.3206 -6.3567 -0.08 -0.05 0.02 0.475
C 0.2051 1.0722 -7.7991 0.00 0.01 -0.02 -0.818
H 1.8602 0.2896 -3.7143 0.13 0.07 0.06 0.679
C 2.3717 1.3022 -6.0952 -0.11 -0.03 -0.06 -0.474
H -0.6457 0.9783 -8.4617 -0.01 0.00 -0.02 0.408
C 1.2490 1.9229 -8.1280 0.01 -0.02 0.01 -0.402
C 2.3354 2.0362 -7.2692 0.02 -0.01 -0.01 -0.719
H 3.2258 1.3828 -5.4338 0.03 0.03 0.04 0.401
H 1.2191 2.4945 -9.0464 -0.01 0.01 0.00 0.394
H 3.1551 2.6985 -7.5155 0.01 0.01 -0.01 0.409
Si -0.7934 0.0601 -2.9067 -0.04 -0.31 -0.08 0.264
Cl 0.5651 -1.8209 5.2334 -0.10 -0.35 0.41 -0.529
C -2.5450 -0.5059 -3.2353 0.10 0.05 0.01 -1.088
C -0.6389 1.9174 -3.1178 0.00 -0.11 -0.02 -1.057
C -0.2805 -0.4294 -1.1713 -0.07 0.14 -0.49 -0.371
H -2.7754 -0.4808 -4.2996 0.00 0.05 -0.08 0.282
H -3.2696 0.1258 -2.7216 -0.06 0.06 0.07 0.337
H -2.6970 -1.5281 -2.8899 0.03 -0.08 0.02 0.322
H -0.3831 -1.5029 -1.0169 0.01 -0.05 -0.01 -0.049
H -0.9052 0.0694 -0.4291 -0.01 0.03 0.11 0.053
H 0.7544 -0.1615 -0.9687 0.11 0.02 0.13 0.318
H -0.7674 2.2151 -4.1580 0.01 -0.01 -0.09 0.415
H 0.3280 2.2865 -2.7792 0.15 0.03 0.01 0.311
H -1.4034 2.4317 -2.5347 -0.09 0.02 0.08 0.447
F 3.5500 1.7574 6.7064 -0.64 1.10 -1.60 -0.240
C 2.9921 2.2117 5.5260 0.66 1.02 0.56 0.724
F 2.1518 3.2753 5.8036 1.54 -1.07 -0.12 -0.235
F 3.9986 2.6398 4.6804 -1.33 -0.26 1.53 -0.240
C 2.2321 1.1016 4.8756 0.18 -7.21 -2.84 0.371
O 2.8611 -0.0004 4.5408 -1.87 5.78 1.99 -0.585
O 0.9386 1.2307 4.6587 1.09 0.65 0.33 -0.392
```
Positions in Å, forces in eV/Å.

Lowest unoccupied orbital energy (alpha / beta) in eV: 0.10 / 0.34
Multiplicity: 3
Net charge: 0
Energy above the lowest of the compared OMol25 structures with the same formula, charge and spin in eV: 0.455
E_tot in eV: -110147.060